Below is 2 unconnected molecules or ions with the total composition C4H12N2O2, with properties calculated with the ωB97M-V functional and the def2-TZVPD basis.

The geometry in XYZ format:
```
20
Properties=species:S:1:pos:R:3:forces:R:3
C -0.022315 2.162078 -1.113718 1.738 -0.199 -0.017
C -0.495418 1.413876 0.199358 -1.415 -0.328 -1.738
C 0.053747 -0.140348 0.248582 5.670 3.890 1.753
C -0.993349 -1.085271 0.210605 -3.330 -4.783 -0.302
N -0.817899 -2.495410 0.389553 5.222 1.776 -0.266
O -2.146539 -0.778765 0.044159 -1.284 0.937 -0.120
N -0.168558 2.189574 1.392266 -0.287 -4.446 -0.028
H -0.513423 3.199738 -1.423823 1.217 -2.089 1.323
H -0.194108 1.512177 -2.001353 -0.039 0.261 0.667
H 1.168258 2.157758 -0.999045 -2.420 0.780 -0.518
H -1.604870 1.231110 0.059885 1.168 0.528 0.509
H 1.029025 -0.285962 -0.473170 -2.615 0.122 1.688
H 0.526881 -0.172742 1.356002 -0.815 -0.197 -2.434
H -1.533988 -3.158496 0.551219 -0.813 -0.007 -0.021
H 0.202313 -2.813449 0.455585 -2.414 0.397 0.195
H -0.804965 2.092939 2.147201 -0.617 -0.348 0.453
H 0.048046 3.096354 1.306756 0.996 3.839 -1.027
H 2.312277 -3.369099 -0.389827 0.408 1.015 -0.462
H 1.510937 -2.293929 -1.197177 2.806 -0.427 1.098
O 2.443949 -2.462135 -0.763058 -3.177 -0.720 -0.752
```
Positions in Å, forces in eV/Å.

Frontier orbital gap   0.350 Ha
E   -419.5390 Eh
HOMO   -8.964 eV
Net charge   0
SMILES string   C[C@H](N)CC(N)=O.O

=====

Below is a single C4H12N2O2 molecule, with properties calculated with the ωB97M-V functional and the def2-TZVPD basis.

The geometry in XYZ format:
```
20
Properties=species:S:1:pos:R:3:forces:R:3
C 1.558844 -0.027193 0.963056 1.421 1.299 0.314
N 1.779595 1.248023 1.808854 -1.166 -1.403 -0.791
C 0.438786 0.134461 -0.103075 -2.054 0.999 2.052
C -0.814458 0.806992 0.703488 0.880 -1.050 -0.471
O -1.695941 1.626764 -0.100571 -0.252 -0.503 -1.887
N 0.154538 -1.127460 -0.813471 2.030 2.711 -1.417
C -0.768785 -1.403479 -1.818134 -1.564 1.061 -1.647
O -2.120644 -1.506589 -1.479456 -0.740 -4.208 -0.969
H 1.207555 -0.763269 1.669129 0.359 -0.571 0.289
H 2.583811 -0.251703 0.530359 -1.525 -0.500 0.141
H 2.176880 1.982681 1.264747 0.298 0.428 -0.571
H 2.406421 1.087512 2.577356 0.173 -0.390 0.122
H 0.741711 0.987201 -0.627148 0.522 0.808 -2.102
H -0.294248 1.471048 1.468475 -1.259 -0.727 -1.009
H -1.384658 -0.032019 1.213387 0.434 0.944 -0.430
H -1.894024 1.375013 -1.087666 1.079 0.059 3.029
H 0.059477 -1.728756 -0.098919 -0.305 -3.278 2.711
H -0.665773 -2.241154 -2.523606 0.933 -0.837 1.342
H -0.912966 -0.717614 -2.600422 1.578 2.354 -0.872
H -2.556115 -0.920459 -0.946387 -0.842 2.804 2.166
```
Positions in Å, forces in eV/Å.

Frontier orbital gap   0.364 Ha
E   -419.4909 Eh
HOMO   -9.036 eV
Net charge   0
SMILES string   NC[C@H](CO)NCO

=====

Below is 2 unconnected molecules or ions with the total composition C4H12N2O2, with properties calculated with the ωB97M-V functional and the def2-TZVPD basis.

The geometry in XYZ format:
```
20
Properties=species:S:1:pos:R:3:forces:R:3
C -0.815804 1.391127 -2.000240 2.186 0.389 -0.976
N -1.092069 0.044394 -1.463941 -1.669 2.578 0.539
C -1.445212 -0.095977 -0.015593 1.030 1.634 -0.724
C -0.268820 -0.331172 0.968979 0.604 -0.631 -2.972
N 0.480541 -1.481674 0.730674 -1.354 0.638 -1.896
C -0.002627 -2.565531 -0.113233 -6.401 6.137 -0.962
O 0.143838 0.541220 1.684290 -0.100 0.432 1.206
H 0.312885 1.725291 -1.855262 -2.129 -0.202 0.536
H -1.552527 2.118856 -1.576608 0.859 -0.479 -0.584
H -0.777498 1.407719 -3.164859 -0.936 -0.290 1.930
H -0.401028 -0.535689 -1.776639 1.941 -1.931 -0.729
H -1.662268 1.005766 0.299443 -1.149 -2.353 -0.325
H -2.105170 -0.993040 -0.096915 -0.435 1.452 1.216
H 0.829705 -1.809907 1.542798 2.073 -1.015 3.159
H -1.219233 -2.532107 0.092231 2.810 -1.145 -0.568
H -0.012743 -2.194213 -1.155982 0.711 -1.136 0.415
H 0.351481 -3.457526 0.099305 2.017 -4.054 0.745
H 2.046329 1.707647 1.462063 1.838 1.716 -3.230
H 2.101565 1.665149 -0.116436 0.458 0.518 0.628
O 2.551660 2.154072 0.608242 -2.353 -2.258 2.591
```
Positions in Å, forces in eV/Å.

Frontier orbital gap   0.349 Ha
E   -419.5010 Eh
HOMO   -8.890 eV
Net charge   0
SMILES string   CNCC(=O)NC.O

=====

Below is 2 unconnected molecules or ions with the total composition C4H12N2O2, with properties calculated with the ωB97M-V functional and the def2-TZVPD basis.

The geometry in XYZ format:
```
20
Properties=species:S:1:pos:R:3:forces:R:3
C 1.086839 0.671913 1.914948 7.214 -2.535 -0.522
N 1.659862 0.569628 0.662866 -0.791 -0.292 0.273
C 0.349447 -1.353766 -0.546390 1.169 -0.408 -1.057
C 0.812826 0.129813 -0.487593 0.239 -0.174 -2.282
C -0.451146 0.970627 -1.014411 -0.276 0.676 6.867
N -0.851036 1.081039 -2.331314 -2.892 -2.369 -0.108
O -0.007747 0.858247 2.183662 -6.162 1.299 1.044
H 1.848659 0.346608 2.714791 -0.353 0.855 -0.512
H 2.665004 0.257612 0.665406 -1.825 0.412 -0.174
H 0.501740 -1.682211 -1.604655 0.668 -0.076 0.845
H -0.709334 -1.475618 -0.548310 -0.828 0.241 0.889
H 0.805993 -2.060116 0.178828 -0.043 0.468 -0.575
H 1.541586 0.302542 -1.266612 0.246 -0.439 -0.644
H -1.289209 0.392483 -0.460929 1.064 1.298 -0.876
H -0.359408 1.940507 -0.376125 -0.244 -0.900 -1.296
H -0.428562 1.677058 -2.941890 1.535 2.053 -1.570
H -1.886035 1.199557 -2.339741 1.466 -0.141 -0.382
H -1.051662 -1.537534 1.876038 0.060 -0.188 -0.535
H -2.307562 -0.862821 2.238327 0.313 -1.023 -1.822
O -1.930250 -1.425563 1.483106 -0.562 1.242 2.437
```
Positions in Å, forces in eV/Å.

Frontier orbital gap   0.353 Ha
E   -419.5336 Eh
HOMO   -8.837 eV
Net charge   0
SMILES string   C[C@@H](CN)NC=O.O

=====

Below is 2 unconnected molecules or ions with the total composition C4H12N2O2, with properties calculated with the ωB97M-V functional and the def2-TZVPD basis.

The geometry in XYZ format:
```
20
Properties=species:S:1:pos:R:3:forces:R:3
N 1.576849 -0.215646 -1.799116 0.331 -0.333 -0.151
C 0.537453 0.829418 -1.951485 0.858 -0.659 -0.009
C -0.730941 0.326917 -1.230062 0.575 0.865 -0.717
N -0.804852 1.020613 0.051493 0.153 -0.433 -0.290
C -1.849304 0.607650 0.968757 0.685 0.606 -0.500
C -1.613101 -0.695374 1.699829 -0.090 0.102 -0.466
O -0.794969 -1.497011 1.334844 -0.043 -0.059 0.293
H 1.302690 -1.107894 -2.197435 -0.364 0.042 0.108
H 2.403720 0.018517 -2.333193 0.178 0.305 0.090
H 0.427805 1.123669 -2.999747 -0.508 -0.145 0.032
H 1.007029 1.673122 -1.452970 -0.560 0.436 0.156
H -0.609750 -0.761847 -1.235249 -0.353 -0.060 0.566
H -1.618873 0.566913 -1.809948 -0.196 0.051 -0.066
H 0.125623 0.981251 0.443508 -0.058 -0.053 0.563
H -2.017738 1.430078 1.671624 -0.082 -0.231 0.208
H -2.744101 0.552574 0.349575 -0.429 -0.273 0.244
H -2.258240 -0.867874 2.580369 0.000 -0.146 0.108
H 2.783051 -1.281345 1.290428 -0.060 0.151 0.087
H 2.341775 -0.227839 0.299713 -0.100 -0.052 -0.320
O 2.698488 -0.325574 1.192444 0.062 -0.113 0.065
```
Positions in Å, forces in eV/Å.

Frontier orbital gap   0.362 Ha
E   -419.5655 Eh
HOMO   -8.869 eV
Net charge   0
SMILES string   NCCNCC=O.O

=====

Below is a single C4H12N2O2 molecule, with properties calculated with the ωB97M-V functional and the def2-TZVPD basis.

The geometry in XYZ format:
```
20
Properties=species:S:1:pos:R:3:forces:R:3
C -0.187373 -0.508643 0.704495 0.580 1.695 0.713
N -0.713191 0.693792 1.412832 -0.382 -1.725 -1.032
C -1.428799 0.381075 2.611058 -0.313 1.988 0.548
O -0.603375 0.047708 3.727194 -0.278 -0.452 -0.257
C 0.805739 -0.081128 -0.421424 -2.962 -1.550 -0.487
N -0.022855 -0.116900 -1.661771 0.496 1.237 0.985
C 0.611319 0.344820 -2.835947 -0.151 -1.193 -0.639
O 1.594308 -0.652853 -3.235669 -0.053 0.452 0.011
H 0.348314 -1.157065 1.411007 -0.146 -0.171 -0.091
H -1.067495 -1.002182 0.297248 0.181 -0.356 -0.110
H 0.019157 1.378858 1.507448 -0.099 0.122 0.570
H -2.270593 -0.319607 2.515587 0.636 -0.331 -0.615
H -1.947034 1.298157 2.901541 0.183 0.118 0.201
H -0.472112 -0.897412 3.645106 0.344 -0.255 0.358
H 1.073628 0.963314 -0.295897 0.876 -0.228 0.203
H 1.528364 -0.900719 -0.455505 0.858 0.888 -0.055
H -0.485929 -1.010140 -1.704511 0.043 -0.032 -0.687
H 1.034741 1.341314 -2.740645 0.417 -0.009 0.600
H -0.125645 0.469231 -3.628947 -0.172 -0.364 -0.157
H 2.308831 -0.271621 -3.753200 -0.058 0.167 -0.058
```
Positions in Å, forces in eV/Å.

Frontier orbital gap   0.365 Ha
E   -419.5475 Eh
HOMO   -9.018 eV
Net charge   0
SMILES string   OCNCCNCO